ORCA calculation (ωB97M-V/def2-TZVPD) on C11H19N2P as an isolated structure in a non-equilibrium geometry.

## Properties
E (a.u.): -881.26730
Frontier orbital gap (eV): 8.537
Spin multiplicity: 1

Atoms and positions in Å:
C -2.6313 -1.2216 -1.2440
H 3.4055 -2.0588 1.0348
H 1.4941 -1.7282 2.3666
H 0.7920 1.7531 -2.4528
H 3.2453 -2.3874 -0.6348
H 3.5669 -0.6919 -0.1301
H 1.5544 -3.2372 1.1567
H 0.6218 -0.0148 -2.1400
H -3.3833 1.9644 2.2103
H -1.9177 2.5788 1.1865
C 2.4559 2.4263 -0.3458
C 2.9809 -1.6205 0.1505
C -1.3511 -0.9083 -0.7691
H -4.7215 -1.0676 -1.0977
C -3.7935 -0.7094 -0.6410
C -2.3274 1.8231 1.7982
C 1.1740 0.9649 -1.9246
H 0.0138 -2.3025 1.2721
H -2.7462 -2.0647 -1.9644
C -1.2934 0.0234 0.2065
N 1.6029 -1.3780 0.2409
H 2.0841 0.7455 -2.6266
H 3.2842 2.5430 -1.1358
C -2.3972 0.6403 0.8092
H -0.4531 -1.4140 -1.0099
N 1.6287 1.2069 -0.5714
C 1.1773 -2.2251 1.4204
H 2.8670 2.4040 0.6927
C -3.6349 0.2116 0.3901
H -1.7216 1.4435 2.6748
H -4.4942 0.6619 0.9490
P 1.1054 0.3029 0.6831
H 1.8124 3.3366 -0.5541

Forces on atoms 1 to 6 (eV/Å):
C -0.4051 -1.5509 -0.1598
H 0.3298 0.2363 0.8061
H -0.2178 -0.9174 -0.3860
H -1.8086 2.3199 -0.6241
H -0.4678 0.6920 0.3664
H -0.4957 -0.9219 0.3170


ORCA calculation (ωB97M-V/def2-TZVPD) on one molecule with the formula C4H7ClO in a non-equilibrium geometry.

## Properties
E (a.u.): -691.98212
Frontier orbital gap (eV): 10.515
Energy relative to the best compared isomer or geometry (same formula, charge and spin) (kJ/mol): 167.5
Spin multiplicity: 1

Atoms and positions in Å:
H -0.5190 1.9561 -0.0487
H 0.9599 -0.3240 -2.7234
H 1.5360 -0.2700 -1.0390
C 0.7271 -0.4943 -1.6862
Cl -2.5289 0.0799 0.6346
C -0.2243 -0.4667 1.9931
H 0.4366 -1.5318 -1.5758
H 0.8690 -0.4218 1.9910
H -0.8013 -1.0073 2.7245
O -0.3559 0.3194 -1.2645
H 0.8976 1.0249 0.0693
C -0.8447 0.1589 0.9825
C -0.1522 0.9767 -0.0573

Forces on atoms 1 to 6 (eV/Å):
H -0.8601 1.5469 -0.3739
H 0.1259 0.3184 -0.3690
H 1.2964 -0.1275 0.2531
C -1.3187 -0.1705 0.2795
Cl -0.4305 -0.1530 0.4837
C -0.5516 0.6138 -1.1704


ORCA calculation (ωB97M-V/def2-TZVPD) on a 2-piece molecular cluster, C2H6N2O overall in a non-equilibrium geometry.

## Properties
E (a.u.): -264.44944
Frontier orbital gap (eV): 9.085
Energy relative to the best compared isomer or geometry (same formula, charge and spin) (kJ/mol): 362.0
Spin multiplicity: 1

Atoms and positions in Å:
H 0.6674 -0.7337 3.1750
N -1.1578 1.3332 1.7927
H -1.0505 1.0762 0.8264
H -1.6531 2.1956 1.9469
H 0.2294 -0.8221 -4.4214
N 0.5933 0.0028 2.5008
C 0.5576 -1.7614 -3.9327
O 0.4589 -2.8230 -4.4712
H 0.4258 2.0484 2.8968
C -0.0591 1.0868 2.6129
H 0.9881 -1.6030 -2.9262

Forces on atoms 1 to 6 (eV/Å):
H 0.8864 0.0386 -0.0249
N -0.1341 0.3476 0.5240
H -0.2951 -0.5697 0.0356
H 0.2749 0.3246 -0.2339
H -0.0577 -0.1082 -0.0862
N -1.5578 0.1721 0.7390


ORCA calculation (ωB97M-V/def2-TZVPD) on one molecule with the formula C3H6N2OS in a non-equilibrium geometry.

## Properties
E (a.u.): -700.69412
Frontier orbital gap (eV): 9.161
Energy relative to the best compared isomer or geometry (same formula, charge and spin) (kJ/mol): 512.2
Spin multiplicity: 1

Atoms and positions in Å:
C 1.8176 -1.6030 0.8919
H 1.6753 -2.1440 1.8759
O 0.7425 -1.8961 0.1798
H -1.3298 2.4935 0.8977
C -0.1485 0.1314 -0.6400
H -2.1491 1.8599 -0.8623
S 3.1736 -0.7414 0.4824
N 0.4955 -0.9515 -0.8794
C -1.6812 1.5807 0.2400
N -0.7194 0.6188 0.3784
H -2.5615 1.2236 0.7545
H -0.5747 0.5479 -1.7827
H 1.2596 -1.1199 -1.5360

Forces on atoms 1 to 6 (eV/Å):
C 1.7104 -0.2126 1.4191
H 0.5302 0.5710 -1.0535
O -0.8033 1.5280 -0.3097
H -0.9042 -1.2003 -1.7206
C -4.8908 4.8771 -2.7762
H 1.7854 -0.4551 2.2299


ORCA calculation (ωB97M-V/def2-TZVPD) on C40H39F3N5O3PSSbTi as an isolated structure.

## Properties
E (a.u.): -4175.76918
Frontier orbital gap (spin up / spin down) (eV): 7.599 / 7.090
Spin multiplicity: 1
Total charge: +1

Atoms and positions in Å:
H -0.9662 -0.6545 -5.9063
N -1.2248 -0.1430 -3.9152
C 3.8930 2.8066 -3.2492
C -0.7024 -0.8056 4.5469
H 3.1547 -0.4423 -2.8440
O 0.0364 2.6086 0.2782
C -3.4619 3.2107 0.0958
C 4.6531 -1.4074 3.2771
C 0.0391 -0.5207 5.6820
H 4.8184 -4.1213 -1.8542
C -5.0593 3.4694 1.8308
C 3.2991 -0.2091 1.6723
H -3.2755 3.0741 -3.3990
H -5.0697 1.8936 3.2854
C 3.4966 3.3187 -2.0293
H 3.5077 -2.3521 1.7456
C 5.0167 -0.1974 3.8340
P -1.6031 -0.2262 1.9436
F 4.4054 3.6413 -4.1680
H -0.1721 -1.9560 -3.6131
H 0.2248 -2.6261 -0.7922
H -5.1381 1.4724 -3.2797
C -4.6380 2.2771 2.3707
H 1.4440 0.8148 6.5975
C 2.9647 2.4491 -1.0896
H -3.8934 -1.9387 1.2414
C 3.7911 -1.4047 2.1884
H -0.0219 -1.1705 6.5450
Ti -1.2784 1.0845 -0.2319
C 2.8430 1.0867 -1.3611
C 0.9512 1.4326 4.6061
H 0.7635 -0.5994 -4.2871
C 0.8644 0.5976 5.7097
H 0.6200 -4.8838 -1.7378
H 0.3225 -0.6012 -2.5797
H -2.9298 3.5574 -0.7823
H -0.8905 1.0895 -5.6187
H -1.7122 2.4443 -3.8884
H 1.6015 2.2973 4.6302
C -3.1118 -3.9341 1.1419
H -2.4516 0.2381 -5.5745
C -0.6166 0.0328 3.4345
F 2.9441 -5.8170 -2.3506
N -0.5059 2.8148 -0.9022
N -3.1674 0.3758 2.2730
H 4.8679 1.9336 3.8106
C -1.9967 -4.7436 1.3067
H -4.7474 -0.0702 -2.5076
N -3.1195 1.0049 -3.2855
C -2.7832 2.2712 -3.9468
C -2.1754 0.0842 -3.0163
C -4.4570 3.9554 0.6692
Sb 1.8906 -0.1683 0.0745
C 4.5497 1.0090 3.3475
C -1.8216 -2.0154 1.8106
N -3.0432 2.0260 0.6093
C -4.4264 0.9589 -2.6355
H -3.6316 0.1019 3.1297
C -0.0101 -0.8777 -3.5744
O -0.2391 1.7849 -1.7368
H -4.7485 4.9003 0.2357
C -0.7923 -4.1925 1.7245
C 3.2467 0.6093 -2.6037
C 0.2138 1.1531 3.4652
C -1.3949 0.1664 -5.3345
H -2.0666 -5.8059 1.1119
C 3.8231 -3.7697 -1.6171
H 0.2395 -2.4081 2.3094
H 0.2793 1.7996 2.5964
F 5.8516 -0.1908 4.8855
S -2.2256 -0.8265 -1.5327
H -1.3317 -1.6874 4.5175
O -0.9043 3.9190 -1.3297
H 4.4478 -1.8585 -0.9030
C 3.7751 1.4671 -3.5598
H 0.0785 -4.8218 1.8563
H 2.6128 2.8586 -0.1495
H 3.5953 4.3778 -1.8331
C -3.0256 -2.5707 1.3849
C 3.5996 -2.5086 -1.0857
C 3.6804 0.9919 2.2675
H 5.0457 -2.3273 3.6893
H -3.1188 2.3053 -4.9831
H -4.0517 -4.3636 0.8206
H -4.4167 1.4478 -1.6612
C -0.7019 -2.8324 1.9768
C 1.2381 -2.9381 -1.0189
C -3.6176 1.5652 1.7358
H -5.8424 4.0347 2.3187
H 4.0975 1.1111 -4.5293
C 1.4418 -4.2048 -1.5504
C 2.3071 -2.0751 -0.7850
C 2.7348 -4.5943 -1.8389
H 3.3087 1.9378 1.8884

Forces on atoms 1 to 6 (eV/Å):
H -0.0017 -0.0135 0.0044
N 0.0122 0.0111 0.0086
C -0.0073 -0.0194 0.0116
C 0.0227 -0.0041 0.0008
H 0.0113 -0.0480 0.0037
O 0.0443 -0.1206 0.6068